Record 1
13
Properties=species:S:1:pos:R:3 method="wB97M-V/def2-TZVPD" e_tot_ev=-8361.712 smiles="CC1=C2C(=O)[C@@]12C" spin_multiplicity=1 charge=0 e_above_lowest_kj_mol=462.61
C 1.62 -0.31 -1.14
C 0.20 -0.14 -0.86
C -0.94 0.36 -1.40
C -1.85 -0.39 -0.41
O -2.91 -0.89 -0.48
C -0.69 -0.11 0.34
C -0.39 0.59 1.62
H 2.18 0.56 -0.95
H 1.92 -0.46 -2.22
H 1.94 -1.25 -0.47
H 0.45 1.17 1.55
H -0.14 -0.24 2.42
H -1.39 1.11 2.00

Record 2
12
Properties=species:S:1:pos:R:3 method="wB97M-V/def2-TZVPD" e_tot_ev=-8319.523 smiles=O.O.O.O spin_multiplicity=1 charge=0 e_above_lowest_kj_mol=111.26
O 3.06 17.16 -11.63
H 2.54 16.38 -11.41
H 3.72 17.20 -10.94
O 8.64 13.45 -10.16
H 8.24 14.27 -9.85
H 7.99 12.78 -9.96
O 4.74 21.06 -14.15
H 4.58 20.28 -13.62
H 5.30 21.61 -13.61
O 6.96 17.94 -8.61
H 7.17 17.71 -7.71
H 7.15 18.88 -8.67

Record 3
14
Properties=species:S:1:pos:R:3 method="wB97M-V/def2-TZVPD" e_tot_ev=-48422.348 spin_multiplicity=1 charge=+1
N -0.56 -0.63 1.12
S -0.83 -2.04 0.41
O -2.09 -2.11 -0.28
O -0.02 -3.16 0.83
S 0.48 0.36 0.34
O 0.67 -1.47 -0.70
O 1.99 0.42 0.20
C -0.36 1.49 -0.93
F -0.45 0.86 -2.08
F -1.56 1.80 -0.49
F 0.37 2.58 -1.07
Sn 2.48 -1.19 -0.72
O 0.39 1.52 1.50
H -0.50 1.57 1.88

Record 4
134
Properties=species:S:1:pos:R:3 method="wB97M-V/def2-TZVPD" e_tot_ev=-115417.067 spin_multiplicity=1 charge=+1
C -3.59 -4.43 -0.13
C -3.74 -3.48 -1.21
C -2.61 -2.54 -1.77
C -2.57 -1.02 -1.18
C -3.99 -0.32 -1.20
F -3.94 1.06 -0.87
F -4.97 -0.87 -0.36
C -4.72 -0.26 -2.64
F -4.16 0.65 -3.52
F -5.98 0.32 -2.34
F -5.04 -1.48 -3.19
N -1.76 -0.25 -2.17
C -0.30 -0.38 -2.11
C 0.32 -1.60 -2.99
P 0.36 1.15 -3.10
O -0.73 2.46 -2.84
O 0.14 0.79 -4.79
C 0.39 -0.45 -0.68
C 0.89 0.93 -0.07
C 2.45 1.20 -0.44
O 2.62 2.51 -1.02
C 2.94 3.50 -0.03
C 1.70 4.54 0.04
F 2.15 5.83 0.26
F 1.03 4.43 -1.20
F 0.85 4.06 1.05
N -0.40 -1.34 0.23
C 0.25 -1.60 1.58
C -0.01 -3.08 2.13
C -1.27 -3.22 3.08
O -1.28 -2.29 4.18
C -2.64 -2.44 4.73
C -1.89 -1.15 0.27
C -2.44 -0.21 1.41
C -1.97 1.31 1.43
H -3.58 -4.04 0.94
H -3.52 -5.55 -0.27
H -4.78 -3.48 -1.69
H -1.62 -3.08 -1.66
H -2.79 -2.47 -2.90
H -2.02 -0.49 -3.14
H 1.36 -1.31 -3.36
H -0.40 -1.83 -3.83
H 0.45 -2.52 -2.32
H -0.75 3.00 -3.66
H -0.50 1.42 -5.17
H 1.36 -1.03 -0.86
H 0.87 0.98 1.07
H 0.27 1.84 -0.39
H 3.13 1.03 0.47
H 2.83 0.47 -1.23
H 3.83 4.13 -0.38
H 3.21 3.09 0.98
H -0.29 -2.28 -0.22
H 1.38 -1.56 1.36
H 0.07 -0.78 2.34
H 0.91 -3.34 2.76
H -0.01 -3.85 1.28
H -2.25 -3.25 2.48
H -1.20 -4.27 3.55
H -2.81 -1.83 5.66
H -3.41 -2.16 3.93
H -2.79 -3.57 4.90
H -2.25 -2.19 0.62
H -3.58 -0.18 1.50
H -2.14 -0.64 2.43
H -1.78 1.68 0.38
H -1.05 1.41 2.11
H -2.78 1.95 1.92
C -4.34 -6.83 -5.45
C -3.88 -7.81 -4.38
C -4.93 -8.12 -3.36
O -4.16 -8.41 -2.20
C -3.00 -7.72 -2.33
O -2.21 -7.57 -1.44
O -2.84 -7.23 -3.59
H -3.56 -6.72 -6.21
H -5.25 -7.18 -5.94
H -4.51 -5.84 -5.02
H -3.49 -8.72 -4.85
H -5.55 -8.97 -3.65
H -5.59 -7.27 -3.14
C 2.81 -3.68 -8.22
C 2.81 -3.20 -6.79
C 3.81 -3.91 -5.92
O 3.20 -3.85 -4.63
C 1.86 -3.78 -4.84
O 1.03 -3.93 -3.99
O 1.57 -3.52 -6.15
H 2.13 -3.07 -8.82
H 3.81 -3.62 -8.66
H 2.45 -4.71 -8.29
H 2.94 -2.12 -6.75
H 4.78 -3.41 -5.91
H 3.95 -4.96 -6.18
C 2.60 7.40 2.96
C 3.07 6.41 4.01
C 2.01 6.07 5.02
O 2.77 5.77 6.18
C 3.94 6.47 6.08
O 4.72 6.61 6.97
O 4.09 6.98 4.82
H 3.38 7.53 2.20
H 1.70 7.05 2.46
H 2.42 8.38 3.40
H 3.47 5.51 3.53
H 1.40 5.22 4.72
H 1.34 6.91 5.25
C 0.93 -1.09 9.29
C 0.56 -2.39 8.61
C 0.30 -2.24 7.13
O -0.63 -3.28 6.88
C -1.31 -3.49 8.04
O -2.31 -4.14 8.13
O -0.70 -2.87 9.08
H 1.19 -1.27 10.33
H 1.78 -0.61 8.80
H 0.08 -0.39 9.29
H 1.31 -3.15 8.81
H 1.21 -2.38 6.54
H -0.15 -1.29 6.86
C 3.79 9.18 -3.11
C 4.02 9.60 -1.68
C 3.97 8.46 -0.70
O 3.53 9.09 0.49
C 2.79 10.17 0.11
O 2.09 10.81 0.84
O 2.96 10.44 -1.22
H 3.92 10.03 -3.78
H 4.48 8.38 -3.41
H 2.76 8.83 -3.25
H 4.96 10.16 -1.60
H 4.95 8.00 -0.55
H 3.25 7.68 -0.97

Record 5
11
Properties=species:S:1:pos:R:3 method="wB97M-V/def2-TZVPD" e_tot_ev=-8772.757 spin_multiplicity=1 charge=0 e_above_lowest_kj_mol=476.43
N -1.22 1.74 0.53
C -0.55 0.69 0.34
O -1.10 -0.47 -0.20
C -1.33 -0.71 -1.46
C 1.27 -0.85 0.27
O 0.68 0.39 0.75
H -0.69 2.38 1.12
H -1.36 0.31 -1.86
H 0.55 -1.66 0.11
H 1.95 -1.16 1.06
H 1.82 -0.66 -0.66

Record 6
52
Properties=species:S:1:pos:R:3 method="wB97M-V/def2-TZVPD" e_tot_ev=-30776.009 spin_multiplicity=1 charge=0 e_above_lowest_kj_mol=0.00
C -1.99 1.86 2.97
C -1.33 0.80 1.98
C -2.62 0.08 1.53
N -2.49 -0.97 0.48
C -3.20 -2.19 0.89
H -1.91 2.83 2.45
H -2.97 1.58 3.34
H -1.43 1.94 3.90
H -1.00 1.36 1.10
H -0.68 0.11 2.47
H -3.25 -0.37 2.33
H -3.25 0.95 1.11
H -2.65 -0.55 -0.45
H -4.32 -1.92 0.87
H -3.06 -3.09 0.33
H -2.80 -2.52 1.88
H 1.66 0.81 -2.38
H 2.92 1.34 -3.23
O 1.98 1.24 -3.20
H -0.25 -3.05 -3.71
H -0.24 -4.21 -2.68
O -0.38 -3.27 -2.78
H -1.70 1.41 -2.04
H -2.10 1.49 -3.42
O -2.53 1.46 -2.53
H 1.69 2.27 1.41
H 1.11 1.95 2.72
O 1.31 2.71 2.18
H -0.84 4.30 0.29
H 0.37 3.74 0.89
O 0.10 4.11 0.04
H 2.42 -0.64 3.76
H 2.15 -0.28 2.32
O 1.70 -0.55 3.13
H 0.72 1.40 -1.05
H 0.93 -0.13 -0.51
O 0.51 0.47 -1.13
H 1.26 -2.66 -0.49
H 0.98 -3.23 -1.80
O 1.77 -2.94 -1.31
H 3.89 1.63 0.65
H 3.41 0.24 -0.09
O 3.21 0.98 0.52
H 0.90 0.16 -4.65
H -0.04 -0.79 -3.79
O -0.01 -0.34 -4.64
H 4.08 -1.74 -0.34
H 2.92 -1.63 -1.30
O 3.70 -1.14 -1.01
H -0.26 -1.63 0.53
H 0.88 -1.66 1.68
O 0.70 -1.73 0.74

Record 7
100
Properties=species:S:1:pos:R:3 method="wB97M-V/def2-TZVPD" e_tot_ev=-67221.356 spin_multiplicity=1 charge=+1
C 3.23 2.23 7.08
C 2.14 1.95 6.09
C 1.38 3.00 5.58
C 0.36 2.79 4.66
C -0.44 3.98 4.25
C 0.13 1.48 4.22
N -1.03 1.21 3.40
P -0.93 2.11 1.85
H -1.13 -1.01 0.02
N -2.73 1.58 1.70
C -3.48 2.23 0.64
C -4.18 1.44 -0.29
C -4.09 -0.06 -0.24
C -5.00 2.07 -1.21
C -5.15 3.45 -1.23
C -6.04 4.08 -2.26
C -4.48 4.21 -0.27
C -3.64 3.62 0.66
C -2.99 4.49 1.68
C -3.25 1.50 2.98
C -2.30 1.30 3.92
C 0.85 0.40 4.73
C 0.47 -1.01 4.39
C 1.85 0.66 5.66
H 3.72 1.30 7.38
H 3.99 2.89 6.65
H 2.84 2.71 7.98
H 1.58 4.03 5.93
H -1.40 3.76 3.78
H -0.67 4.59 5.15
H 0.12 4.62 3.55
H -4.74 -0.52 -1.01
H -3.07 -0.42 -0.43
H -4.40 -0.45 0.74
H -5.55 1.46 -1.94
H -6.04 5.16 -2.14
H -5.70 3.84 -3.27
H -7.07 3.72 -2.17
H -4.61 5.29 -0.27
H -3.25 5.54 1.46
H -3.33 4.30 2.71
H -1.89 4.43 1.68
H -4.29 1.63 3.09
H -2.38 1.24 4.96
H 1.19 -1.71 4.85
H -0.53 -1.27 4.75
H 0.49 -1.19 3.30
H 2.42 -0.18 6.09
C 3.58 -3.81 -5.35
N 3.32 -2.96 -4.22
C 4.22 -2.01 -3.83
O 5.31 -1.79 -4.35
C 3.60 -1.24 -2.66
C 3.36 0.24 -2.95
C 4.65 0.97 -3.19
C 4.85 1.67 -4.37
C 6.08 2.27 -4.64
C 7.12 2.23 -3.68
C 6.88 1.57 -2.47
C 5.65 0.95 -2.21
N 2.35 -1.95 -2.48
C 1.52 -1.60 -1.46
C 0.30 -2.14 -1.19
C -0.59 -1.88 -0.02
C -1.73 -2.83 0.17
C -2.62 -2.61 1.26
C -3.74 -3.37 1.41
C -4.03 -4.36 0.45
N -5.24 -5.09 0.50
O -5.44 -5.93 -0.41
O -6.07 -4.87 1.42
C -3.21 -4.55 -0.67
C -2.13 -3.71 -0.83
C 2.11 -3.03 -3.43
C 0.87 -2.78 -4.32
C 2.00 -4.42 -2.77
H 4.51 -3.50 -5.80
H 3.67 -4.85 -5.04
H 2.78 -3.72 -6.09
H 4.27 -1.34 -1.77
H 2.72 0.33 -3.84
H 2.83 0.69 -2.11
H 4.05 1.69 -5.12
H 6.25 2.77 -5.58
H 8.08 2.70 -3.88
H 7.66 1.53 -1.72
H 5.47 0.43 -1.28
H 1.86 -0.77 -0.82
H -0.05 -2.84 -1.92
H 0.07 -1.77 0.84
H -2.37 -1.82 1.97
H -4.39 -3.27 2.27
H -3.43 -5.35 -1.36
H -1.59 -3.83 -1.76
H 1.01 -1.84 -4.87
H 0.79 -3.61 -5.04
H -0.07 -2.74 -3.76
H 2.95 -4.69 -2.30
H 1.20 -4.48 -2.03
H 1.78 -5.18 -3.55

Record 8
23
Properties=species:S:1:pos:R:3 method="wB97M-V/def2-TZVPD" e_tot_ev=-10002.255 smiles=CC(C)[C@H](C)NCO spin_multiplicity=1 charge=0 e_above_lowest_kj_mol=144.89
C 0.44 2.18 0.88
C -0.63 1.09 0.64
C -1.06 0.32 1.92
C -0.19 0.13 -0.50
C -1.29 -0.86 -0.95
N 1.09 -0.44 -0.19
C 1.76 -1.14 -1.29
O 1.49 -2.55 -1.27
H 1.45 1.89 0.58
H 0.17 3.11 0.39
H 0.55 2.35 1.96
H -1.48 1.67 0.27
H -1.96 -0.18 1.55
H -1.29 0.96 2.76
H -0.46 -0.52 2.27
H -0.04 0.88 -1.29
H -1.16 -1.14 -1.99
H -1.40 -1.72 -0.29
H -2.25 -0.34 -0.84
H 1.08 -1.07 0.59
H 1.51 -0.71 -2.25
H 2.82 -1.12 -1.02
H 0.84 -2.78 -1.92